Entry 1:
Here is C18H23N3O6 in the gas phase from the OMol25 dataset. Energies are from wB97M-V/def2-TZVPD.

Structure (XYZ):
```
50
C18H23N3O6 wB97M-V/def2-TZVPD
C 2.7150 -3.0866 -0.6722
C 2.8538 -1.6557 -0.1893
H 3.8970 -1.3221 -0.2295
H 2.2473 -0.9705 -0.7914
O 2.4135 -1.5836 1.1732
C 2.1626 -0.3758 1.6590
O 2.2774 0.6467 1.0337
C 1.6963 -0.4638 3.1064
N 1.1542 0.7798 3.5643
C 0.2307 1.5741 2.9692
C 0.0883 2.6900 3.7681
C 0.9686 2.4771 4.8424
N 1.5989 1.3249 4.6966
C 1.2145 3.3615 6.0120
H 1.9567 2.9040 6.6592
H 1.5760 4.3344 5.6824
H 0.2937 3.5131 6.5732
H -0.5580 3.5275 3.6044
N -0.3695 1.2814 1.7455
C -0.8007 0.0421 1.3782
O -0.9366 -0.8706 2.1694
C -1.0470 -0.1193 -0.0818
C -1.5350 0.8986 -0.8958
C -1.6965 0.6742 -2.2533
C -1.3614 -0.5733 -2.8253
C -0.8611 -1.5873 -1.9997
C -0.7287 -1.3445 -0.6310
H -0.3690 -2.1386 0.0031
O -0.4514 -2.8262 -2.3718
C -0.5665 -3.2831 -3.7023
H -1.6108 -3.3561 -4.0152
H -0.0232 -2.6423 -4.3984
H -0.1244 -4.2796 -3.6949
O -1.4724 -0.7721 -4.1867
C -2.7706 -0.6599 -4.7395
H -3.4763 -1.3186 -4.2211
H -3.1411 0.3656 -4.7025
H -2.6725 -0.9760 -5.7769
O -2.1590 1.6169 -3.1245
C -2.4584 2.9026 -2.6383
H -2.7771 3.4752 -3.5081
H -3.2713 2.8782 -1.9054
H -1.5786 3.3802 -2.1964
H -1.8149 1.8462 -0.4651
H -0.2620 1.9836 1.0282
H 0.9529 -1.2675 3.1780
H 2.5468 -0.7002 3.7512
H 1.6684 -3.3739 -0.7124
H 3.1394 -3.1723 -1.6683
H 3.2418 -3.7588 -0.0006
```

Results
- SMILES = CCOC(=O)Cn1nc(C)cc1NC(=O)c1cc(OC)c(OC)c(OC)c1
- molar mass (g mol⁻¹) = 377.40
- ΔE to the lowest compared entry with this formula, charge and spin (kJ/mol) = 237.1
- E (eV) = -35793.5940

***

Entry 2:
Here is a molecular structure, C43H38FN6O6PRh from the OMol25 dataset. Energies are from wB97M-V/def2-TZVPD.

Structure (XYZ):
```
96
C43H38FN6O6PRh wB97M-V/def2-TZVPD
Rh 0.7429 -1.3846 0.6448
O 4.1934 -1.8679 -1.0184
C 3.7599 -0.7721 -0.7775
O 2.4425 -0.4748 -0.7848
C 4.5990 0.4315 -0.5119
C 5.9832 0.4120 -0.5448
C 6.6701 1.5916 -0.3087
C 5.9762 2.7700 -0.0423
C 4.5905 2.7825 -0.0022
C 3.8975 1.5980 -0.2484
P 2.1126 1.3950 -0.2227
C 1.3410 1.7547 -1.8072
C -0.0390 1.9201 -1.8866
C -0.6394 2.1403 -3.1176
C 0.1329 2.1932 -4.2683
C 1.5100 2.0193 -4.1926
C 2.1141 1.7933 -2.9662
C 1.6396 2.7612 0.9161
C 0.8779 3.8644 0.5287
C 0.5866 4.8627 1.4501
C 1.0463 4.7677 2.7555
C 1.8137 3.6755 3.1434
C 2.1043 2.6760 2.2299
H 6.4958 -0.5174 -0.7543
H 7.7517 1.6004 -0.3302
H 6.5230 3.6863 0.1360
H 4.0566 3.6993 0.2116
H -0.6395 1.8667 -0.9888
H -1.7131 2.2679 -3.1749
H -0.3367 2.3673 -5.2277
H 2.1124 2.0594 -5.0903
H 3.1870 1.6504 -2.9093
H 0.5253 3.9603 -0.4882
H -0.0029 5.7166 1.1430
H 0.8130 5.5466 3.4694
H 2.1872 3.6038 4.1568
H 2.7106 1.8295 2.5347
C -6.1313 -1.6734 -2.0266
C -6.0084 -0.4485 -1.1358
C -6.4216 0.8128 -1.8741
C -6.3658 2.0155 -0.9502
C -5.0022 2.1290 -0.3211
C -4.5296 3.3394 0.1273
C -3.2647 3.4287 0.7006
F -2.8480 4.6302 1.1389
C -2.4459 2.3470 0.8159
C -2.9003 1.1022 0.3525
C -2.0035 -0.0530 0.4480
O -0.8133 0.1658 0.8017
C -2.5682 -1.3087 0.1121
C -3.8328 -1.3299 -0.4167
N -4.6230 -0.2693 -0.6145
C -4.1815 0.9874 -0.1959
C -1.9511 -2.6897 0.3233
O -2.5359 -3.6493 -0.1556
O -0.8882 -2.7568 1.0453
H -7.1213 -1.6647 -2.4812
H -6.0347 -2.6120 -1.4852
H -5.3875 -1.6490 -2.8252
H -6.6635 -0.5679 -0.2666
H -7.4310 0.6713 -2.2590
H -5.7584 0.9574 -2.7328
H -7.1236 1.9076 -0.1683
H -6.5979 2.9347 -1.4879
H -5.1348 4.2334 0.0400
H -1.4605 2.4324 1.2547
H -4.2149 -2.3001 -0.6941
C 0.4638 -4.2095 -3.4224
N 1.2990 -4.2745 -2.2243
C 2.2762 -5.2023 -2.0687
C 3.0437 -5.2441 -0.9626
C 2.7648 -4.2878 0.0580
N 1.8218 -3.3725 -0.1009
C 1.1153 -3.3112 -1.2552
O 0.3181 -2.3856 -1.4514
N 3.4321 -4.3086 1.2143
H 0.5903 -5.1321 -3.9824
H 0.7500 -3.3582 -4.0371
H -0.5761 -4.0937 -3.1288
H 2.3903 -5.9051 -2.8824
H 3.8148 -5.9888 -0.8421
H 4.1773 -4.9614 1.3681
H 3.0965 -3.7410 1.9755
N 0.9799 -3.6610 3.0588
C 0.9173 -2.4430 3.6862
C 1.0032 -2.3162 5.0787
C 0.9042 -1.0690 5.6449
C 0.7019 0.0459 4.8335
C 0.6459 -0.1563 3.4761
N 0.7958 -1.3640 2.9041
H 0.8623 -4.4560 3.6668
H 0.4084 -3.7127 2.2161
H 1.1183 -3.2018 5.6899
H 0.9596 -0.9609 6.7206
H 0.5801 1.0372 5.2453
H 0.4624 0.6649 2.7962
```

Results
- molar mass (g mol⁻¹) = 887.69
- ΔE to the lowest compared entry with this formula, charge and spin (kJ/mol) = 8.7
- total charge = +1
- E (eV) = -81445.5726
- 2S+1 = 5

***

Entry 3:
Here is 2 unconnected molecules or ions with the total composition C7H11NO at a distorted geometry from the OMol25 dataset. Energies are from wB97M-V/def2-TZVPD.

Structure (XYZ):
```
20
C7H11NO wB97M-V/def2-TZVPD
C 2.7115 1.0216 1.1481
C 1.3036 0.6438 0.8054
C 0.2093 1.4372 0.6054
N -0.7564 0.6343 0.0315
C -0.4458 -0.6826 0.2380
C 0.8758 -0.7136 0.6372
C -0.9814 -2.8493 -0.7918
C -1.3278 -1.8160 -0.0303
H 2.8002 1.8727 1.8068
H 3.2478 0.1195 1.4487
H 3.2433 1.2483 0.2141
H 0.0127 2.4834 0.7631
H -1.6800 0.9448 -0.1902
H 1.5174 -1.5550 0.8423
H -1.6582 -3.6596 -1.0263
H 0.0311 -2.9218 -1.1731
H -2.2875 -1.8689 0.4810
H -1.6794 1.8270 -2.4803
H -2.9334 1.6271 -1.5562
O -2.2029 2.2071 -1.7735
```

Results
- SMILES = C=Cc1cc(C)c[nH]1.O
- molar mass (g mol⁻¹) = 125.17
- ΔE to the lowest compared entry with this formula, charge and spin (kJ/mol) = 147.5
- E (eV) = -10973.7475

***

Entry 4:
Here is 2 unconnected molecules or ions with the total composition C2H2O2S at a distorted geometry from the OMol25 dataset. Energies are from wB97M-V/def2-TZVPD.

Structure (XYZ):
```
7
C2H2O2S wB97M-V/def2-TZVPD
C 0.0808 -0.5684 1.8201
C -0.1462 0.3952 -1.4814
O 0.7236 0.9624 -0.8390
O -0.9435 -0.6143 1.2799
S 1.5348 -0.3986 2.2899
H -1.0681 0.8964 -1.6567
H -0.1814 -0.6727 -1.4130
```

Results
- SMILES = O=C=S.C=O
- molar mass (g mol⁻¹) = 90.10
- ΔE to the lowest compared entry with this formula, charge and spin (kJ/mol) = 34.5
- E (eV) = -17035.6672

***

Entry 5:
Here is 3 unconnected molecules or ions with the total composition C3H9NS2 at a distorted geometry from the OMol25 dataset. Energies are from wB97M-V/def2-TZVPD.

Structure (XYZ):
```
15
C3H9NS2 wB97M-V/def2-TZVPD
S -3.8551 0.7706 0.8781
S 3.6628 0.4366 1.2452
C 1.6485 -0.2209 -0.7800
C 0.5724 0.1242 0.2347
C -0.8921 0.3046 -0.2017
N -1.7210 -0.8663 0.2043
H 1.9500 0.6453 -1.3432
H 1.7656 -1.1792 -1.2448
H 2.6248 -0.2889 -0.1267
H 0.5902 -0.5935 1.0560
H 0.9137 1.0151 0.7631
H -1.4602 1.1440 0.2062
H -1.0247 0.5249 -1.2798
H -2.4425 -0.5502 0.8956
H -2.3325 -1.2664 -0.5070
```

Results
- molar mass (g mol⁻¹) = 123.25
- ΔE to the lowest compared entry with this formula, charge and spin (kJ/mol) = 760.3
- E (eV) = -26409.7966

***

Entry 6:
Here is a molecular structure, C4H7NO2 at a distorted geometry from the OMol25 dataset. Energies are from wB97M-V/def2-TZVPD.

Structure (XYZ):
```
14
C4H7NO2 wB97M-V/def2-TZVPD
C -1.0212 1.2007 -0.8652
C -0.1718 0.4014 -0.2038
N 1.2329 0.4236 -0.3726
O 1.4814 0.9301 -1.6706
C -0.6020 -0.4884 0.9028
C -0.0582 -1.8434 1.0139
O 0.2729 -0.8376 1.9605
H -0.7314 1.7630 -1.7477
H -2.0055 1.3256 -0.4434
H 0.7413 1.3219 0.2682
H 2.4430 0.8739 -1.7628
H -1.6299 -0.2931 1.1909
H -0.7136 -2.6367 1.3686
H 0.7621 -2.1409 0.3612
```

Results
- molar mass (g mol⁻¹) = 101.10
- ΔE to the lowest compared entry with this formula, charge and spin (kJ/mol) = 611.4
- E (eV) = -9840.9433